# 1
80
Properties=species:S:1:pos:R:3:forces:R:3:lowdin_charge:R:1 method="wB97M-V/def2-TZVPD" mol_weight_da=744.9 multiplicity=1 max_force_ha_per_bohr=0.0026 relative_energy_kj_mol=0.0 homo_lumo_gap_ev=7.94 e_lumo_ha=0.01086
Pb -1.353 0.784 -0.783 0.0 0.0 0.0 1.569
O -5.088 -0.210 2.361 0.0 0.0 0.0 0.124
C -4.236 0.390 1.518 -0.1 0.0 0.0 -0.508
O -4.162 0.128 0.347 0.0 0.0 0.0 0.066
C -3.405 1.434 2.226 0.0 -0.1 0.0 -0.109
O -2.466 1.938 1.323 -0.1 0.1 -0.1 -0.243
C -2.253 3.346 1.390 0.1 0.1 0.0 -0.084
C -1.549 3.854 0.131 -0.1 0.0 0.0 -0.639
O -1.270 5.035 0.095 0.0 0.0 0.0 0.074
O -1.347 2.995 -0.812 0.0 0.0 0.0 -0.225
H -5.607 -0.848 1.849 0.0 0.0 0.0 0.138
H -4.084 2.213 2.587 0.0 0.0 0.0 0.149
H -2.927 0.980 3.101 0.0 0.0 0.0 0.146
H -3.216 3.862 1.450 0.0 0.0 0.0 0.141
H -1.645 3.599 2.262 0.0 0.0 0.0 0.134
C 0.180 -3.431 -2.265 0.0 0.0 0.0 -0.070
C -0.517 -2.660 -3.381 0.0 0.0 0.0 -0.383
C -0.150 -3.253 -4.746 0.0 0.0 0.0 -0.063
C -0.223 -1.172 -3.367 0.1 0.0 0.0 -0.248
C -1.028 -0.297 -4.098 0.0 0.0 0.0 -0.067
C -0.771 1.064 -4.135 0.0 0.0 0.0 -0.064
C 0.311 1.616 -3.442 0.0 0.0 0.0 -0.309
C 0.603 3.089 -3.480 0.0 0.0 0.0 -0.034
C 1.109 0.743 -2.707 0.0 0.0 0.0 -0.081
C 0.849 -0.628 -2.669 0.0 0.0 0.0 -0.069
H -0.171 -4.464 -2.247 0.0 0.0 0.0 0.085
H -0.003 -2.993 -1.281 0.0 0.0 0.0 0.059
H 1.262 -3.458 -2.417 0.0 0.0 0.0 0.086
H -1.599 -2.772 -3.249 0.0 0.0 0.0 0.137
H 0.923 -3.149 -4.924 0.0 0.0 0.0 0.088
H -0.675 -2.747 -5.557 0.0 0.0 0.0 0.074
H -0.401 -4.315 -4.786 0.0 0.0 0.0 0.078
H -1.876 -0.692 -4.647 0.0 0.0 0.0 0.120
H -1.415 1.715 -4.715 0.0 0.0 0.0 0.120
H 0.025 3.612 -2.716 0.0 0.0 0.0 0.071
H 0.348 3.509 -4.454 0.0 0.0 0.0 0.082
H 1.658 3.280 -3.286 0.0 0.0 0.0 0.084
H 1.951 1.141 -2.152 0.0 0.0 0.0 0.106
H 1.490 -1.265 -2.071 0.0 0.0 0.0 0.094
C 3.884 0.600 1.589 0.0 0.0 0.0 -0.040
C 3.119 0.075 0.369 0.0 0.0 0.0 -0.370
C 4.104 -0.339 -0.727 0.0 0.0 0.0 -0.065
C 2.173 -1.039 0.769 0.0 0.0 0.0 -0.131
C 2.677 -2.315 0.972 0.0 0.0 0.0 -0.034
C 1.855 -3.367 1.350 0.0 0.0 0.0 -0.072
C 0.511 -3.129 1.545 0.0 0.0 0.0 -0.057
C -0.036 -1.859 1.370 0.0 0.0 0.0 -0.156
C -1.515 -1.685 1.660 0.0 0.0 0.0 -0.395
C -2.374 -2.519 0.706 0.0 0.0 0.0 -0.060
C -1.851 -2.019 3.115 0.0 0.0 0.0 -0.048
C 0.792 -0.794 0.966 0.0 0.0 0.0 -0.200
N 0.272 0.505 0.719 0.0 0.0 0.0 -0.139
C 0.609 1.512 1.628 0.0 0.0 0.0 -0.271
C 0.439 1.367 3.010 0.0 0.0 0.0 -0.022
C 0.733 2.392 3.894 0.0 0.0 0.0 -0.092
C 1.202 3.612 3.420 0.0 0.0 0.0 -0.090
C 1.398 3.784 2.059 0.0 0.0 0.0 -0.005
C 1.120 2.739 1.200 0.0 0.0 0.0 -0.247
F 1.386 2.914 -0.114 0.0 0.0 0.0 0.058
H 4.525 1.438 1.307 0.0 0.0 0.0 0.084
H 4.519 -0.186 2.006 0.0 0.0 0.0 0.083
H 3.206 0.939 2.374 0.0 0.0 0.0 0.071
H 2.510 0.885 -0.028 0.0 0.0 0.0 0.092
H 4.821 -1.080 -0.370 0.0 0.0 0.0 0.072
H 4.676 0.530 -1.058 0.0 0.0 0.0 0.084
H 3.593 -0.758 -1.595 0.0 0.0 0.0 0.066
H 3.735 -2.496 0.825 0.0 0.0 0.0 0.108
H 2.264 -4.359 1.494 0.0 0.0 0.0 0.102
H -0.133 -3.946 1.852 0.0 0.0 0.0 0.109
H -1.746 -0.627 1.517 0.0 0.0 0.0 0.063
H -2.122 -3.578 0.789 0.0 0.0 0.0 0.083
H -2.223 -2.227 -0.336 0.0 0.0 0.0 0.059
H -3.436 -2.408 0.931 0.0 0.0 0.0 0.070
H -1.664 -3.073 3.329 0.0 0.0 0.0 0.080
H -2.905 -1.821 3.323 0.0 0.0 0.0 0.072
H -1.245 -1.431 3.807 0.0 0.0 0.0 0.076
H 0.075 0.412 3.375 0.0 0.0 0.0 0.106
H 0.594 2.242 4.958 0.0 0.0 0.0 0.101
H 1.419 4.422 4.103 0.0 0.0 0.0 0.101
H 1.763 4.714 1.645 0.0 0.0 0.0 0.127


# 2
86
Properties=species:S:1:pos:R:3:forces:R:3:lowdin_charge:R:1 method="wB97M-V/def2-TZVPD" mol_weight_da=779.7 multiplicity=1 total_charge=+3 max_force_ha_per_bohr=0.0251 relative_energy_kj_mol=13.3 homo_lumo_gap_ev=6.58 e_lumo_ha=-0.29105
In -0.829 -0.989 0.450 0.0 -0.1 0.4 0.841
C -1.302 -4.139 1.513 0.1 0.0 0.5 -0.145
C -0.788 -3.331 2.712 -0.1 -0.6 -0.2 -0.148
N -1.243 -1.942 2.676 0.4 0.5 -0.2 -0.124
C -2.592 -1.649 3.153 -0.3 0.0 0.0 -0.218
C -3.726 -1.973 2.175 -0.1 0.1 0.0 -0.374
S -3.450 -1.479 0.438 -0.1 -0.1 0.1 0.978
C -3.416 -3.073 -0.448 0.0 0.0 -0.1 -0.370
C -2.026 -3.620 -0.790 -0.2 -0.1 -0.4 -0.233
N -1.040 -3.413 0.268 0.5 0.4 -0.3 -0.111
H -0.805 -5.116 1.515 -0.2 0.1 0.0 0.150
H -2.372 -4.320 1.618 0.1 0.0 -0.1 0.115
H -1.093 -3.832 3.638 0.1 0.1 0.0 0.144
H 0.305 -3.320 2.667 -0.1 0.0 0.1 0.135
H -0.608 -1.401 3.253 0.0 0.0 0.0 0.116
H -2.802 -2.189 4.086 0.0 0.1 -0.1 0.146
H -2.622 -0.576 3.369 0.0 -0.1 0.1 0.118
H -3.988 -3.029 2.180 0.0 0.0 0.0 0.085
H -4.607 -1.416 2.492 0.0 -0.1 0.0 0.096
H -4.011 -3.770 0.141 0.0 0.0 0.0 0.092
H -3.957 -2.891 -1.378 0.0 -0.1 0.1 0.099
H -2.139 -4.687 -1.024 0.0 0.2 -0.1 0.148
H -1.646 -3.094 -1.672 -0.1 -0.2 0.0 0.116
H -0.133 -3.700 -0.097 -0.1 0.0 0.1 0.115
S 2.773 -4.204 -2.868 0.5 0.3 0.3 1.066
C 4.072 -4.948 -3.679 0.0 0.2 0.2 -0.368
C 5.285 -4.488 -3.254 -0.2 -0.3 -0.3 -0.145
C 5.177 -3.516 -2.251 -0.6 0.3 0.4 -0.085
C 3.869 -3.231 -1.906 0.2 -0.9 -0.9 -0.468
C 3.365 -2.313 -0.929 0.0 0.6 0.7 -0.171
C 1.971 -2.174 -0.733 0.4 -0.1 -0.2 -0.069
N 1.434 -1.367 0.154 -0.5 0.3 0.2 0.057
C 2.228 -0.578 0.900 1.0 -0.2 -0.1 -0.140
C 3.639 -0.638 0.788 -0.7 0.0 0.1 -0.110
C 4.434 0.214 1.617 0.0 0.3 0.3 0.020
C 3.870 1.083 2.487 0.3 -0.1 -0.1 0.017
C 2.450 1.190 2.608 -0.5 -0.4 -0.4 -0.106
C 1.821 2.085 3.474 -0.6 -0.1 -0.1 0.102
C 0.424 2.159 3.519 0.6 -0.5 -0.4 -0.176
C -0.283 1.297 2.657 0.1 0.3 0.3 -0.106
N 0.301 0.442 1.847 -0.2 -0.4 -0.4 0.021
C 1.636 0.354 1.800 0.4 0.6 0.5 -0.139
C -0.299 3.049 4.376 -0.8 0.7 0.6 -0.470
C 0.181 3.965 5.287 -0.1 -0.6 -0.5 -0.080
C -0.838 4.661 5.953 -0.4 0.2 0.1 -0.142
C -2.088 4.287 5.560 0.2 -0.1 -0.1 -0.366
S -2.052 3.074 4.365 0.6 0.1 0.1 1.054
C 4.198 -1.522 -0.132 -0.6 -0.4 -0.3 0.097
H 3.872 -5.688 -4.427 0.0 -0.2 -0.2 0.080
H 6.217 -4.844 -3.653 0.2 -0.1 -0.1 0.121
H 6.038 -3.054 -1.805 0.1 0.1 0.1 0.118
H 1.288 -2.730 -1.364 0.0 0.0 0.0 0.084
H 5.506 0.146 1.522 0.2 0.0 0.0 0.133
H 4.480 1.727 3.102 0.1 0.0 0.0 0.133
H 2.417 2.720 4.111 0.1 0.1 0.0 0.137
H -1.367 1.311 2.640 0.0 0.1 0.0 0.073
H 1.224 4.135 5.479 0.2 0.0 0.0 0.120
H -0.659 5.413 6.698 0.0 0.2 0.2 0.121
H -3.033 4.664 5.895 -0.2 0.1 0.1 0.081
H 5.271 -1.583 -0.224 0.1 0.0 0.0 0.136
N -1.804 1.285 -0.090 0.1 -0.2 0.4 0.022
C -2.111 1.282 -1.526 0.3 0.1 -0.5 -0.276
C -2.066 2.701 -2.114 -0.2 -0.2 -0.2 -0.134
C -2.772 2.835 -3.476 0.2 0.2 0.1 -0.151
C -1.987 3.726 -4.444 -0.5 0.1 -0.1 -0.145
N -0.735 3.055 -4.743 0.2 -0.3 -0.1 0.080
C 0.499 3.528 -4.687 -0.1 0.0 0.0 -0.431
N 0.757 4.836 -4.672 -0.1 0.0 0.0 0.224
N 1.494 2.639 -4.598 0.1 0.0 -0.1 0.212
C -1.088 0.343 -2.234 -0.4 0.6 -0.1 -0.555
O -0.597 0.662 -3.299 0.1 0.1 -0.4 0.070
O -0.818 -0.759 -1.642 0.1 -0.8 0.6 -0.088
H -2.620 1.604 0.434 0.2 0.0 -0.1 0.111
H -1.066 1.972 0.071 -0.1 -0.1 0.1 0.106
H -3.104 0.833 -1.667 0.1 0.1 0.1 0.155
H -1.013 2.979 -2.226 0.0 0.0 0.1 0.120
H -2.522 3.399 -1.409 0.0 -0.1 0.0 0.127
H -3.771 3.247 -3.350 0.0 0.0 0.0 0.128
H -2.873 1.851 -3.933 -0.1 0.0 -0.1 0.120
H -1.807 4.705 -3.997 0.0 0.0 0.0 0.127
H -2.558 3.861 -5.368 0.1 0.1 0.1 0.138
H -0.809 2.040 -4.678 0.1 0.2 0.1 0.125
H 0.025 5.499 -4.866 0.0 0.0 -0.1 0.127
H 1.704 5.178 -4.703 0.0 0.0 0.0 0.136
H 1.255 1.660 -4.583 0.1 0.0 0.1 0.115
H 2.456 2.893 -4.744 -0.1 0.0 -0.1 0.133


# 3
76
Properties=species:S:1:pos:R:3:forces:R:3:lowdin_charge:R:1 method="wB97M-V/def2-TZVPD" mol_weight_da=482.7 multiplicity=1 total_charge=+1 max_force_ha_per_bohr=0.0331 relative_energy_kj_mol=0.0 homo_lumo_gap_ev=4.50 e_lumo_ha=-0.14615
C -2.224 1.625 4.818 -0.2 0.2 0.2 -0.057
C -1.395 0.532 4.206 0.0 -0.2 -0.1 -0.284
C -1.837 -0.793 4.243 0.3 0.2 -0.1 -0.009
C -1.080 -1.828 3.686 0.0 0.5 -0.2 -0.190
C -1.586 -3.227 3.810 -0.3 -0.5 0.0 -0.035
C 0.122 -1.513 3.030 -0.1 -0.1 0.6 -0.127
N 0.906 -2.565 2.473 -0.2 0.1 0.0 0.004
C 1.410 -2.548 1.185 -0.2 1.4 -0.9 -0.296
C 0.960 -1.730 0.189 0.2 -1.0 0.6 0.029
N 2.509 -3.394 1.176 -0.1 -0.2 -0.2 0.025
C 3.586 -3.218 0.258 0.4 0.3 -0.3 -0.129
C 4.767 -2.586 0.699 -0.1 0.0 -0.7 -0.178
C 5.044 -2.270 2.133 0.4 0.4 0.5 -0.037
C 5.727 -2.230 -0.253 -0.3 -0.3 0.1 -0.006
C 5.553 -2.517 -1.607 -0.2 -0.1 0.1 -0.267
C 6.606 -2.100 -2.589 0.2 0.1 -0.2 -0.055
C 4.407 -3.211 -2.010 0.2 0.2 0.4 0.002
C 3.419 -3.575 -1.087 0.4 0.2 0.2 -0.208
C 2.243 -4.381 -1.535 -0.2 -0.3 -0.5 -0.041
C 2.621 -3.970 2.434 -0.3 -0.1 0.9 -0.056
C 1.637 -3.484 3.217 1.0 -0.5 0.3 -0.044
C 0.623 -0.202 3.050 -0.2 0.2 0.1 -0.190
C 1.983 0.153 2.537 0.3 0.6 -0.1 -0.032
C -0.159 0.813 3.619 -0.2 -0.4 -0.2 -0.030
H -1.783 2.608 4.627 -0.1 -0.1 0.1 0.069
H -3.244 1.622 4.410 0.2 0.0 0.1 0.081
H -2.312 1.504 5.907 0.0 0.0 -0.3 0.090
H -2.789 -1.030 4.725 0.3 0.1 -0.1 0.129
H -0.974 -3.949 3.269 -0.1 0.1 0.0 0.073
H -1.624 -3.529 4.866 0.1 0.0 -0.2 0.095
H -2.615 -3.293 3.434 0.2 0.0 0.0 0.089
H 1.409 -1.811 -0.784 -0.1 0.3 -0.1 0.037
H 0.092 -1.131 0.420 0.0 0.1 -0.3 0.036
H 5.915 -1.605 2.178 -0.1 -0.2 0.0 0.083
H 4.226 -1.746 2.638 0.1 -0.3 -0.1 0.058
H 5.303 -3.167 2.713 -0.2 0.2 -0.1 0.090
H 6.633 -1.716 0.081 -0.3 -0.2 -0.1 0.123
H 6.297 -2.324 -3.613 0.1 0.1 0.1 0.075
H 6.808 -1.023 -2.515 -0.1 -0.2 0.0 0.084
H 7.557 -2.616 -2.397 -0.2 0.1 0.0 0.088
H 4.278 -3.479 -3.062 0.0 0.1 0.3 0.117
H 2.404 -4.675 -2.579 -0.1 0.0 0.2 0.079
H 2.143 -5.305 -0.952 0.0 0.3 0.0 0.094
H 1.297 -3.831 -1.489 0.1 -0.1 0.1 0.064
H 3.405 -4.673 2.666 -0.2 0.0 -0.1 0.128
H 1.428 -3.668 4.260 0.0 0.0 -0.2 0.128
H 2.150 1.226 2.693 0.0 -0.2 0.1 0.077
H 2.791 -0.370 3.068 -0.3 0.0 -0.2 0.079
H 2.083 -0.032 1.461 0.0 -0.2 0.2 0.067
H 0.221 1.839 3.616 -0.1 -0.3 0.1 0.109
C -2.262 -1.840 -4.261 0.0 -0.1 0.3 -0.041
O -2.635 -1.756 -2.866 0.3 1.0 0.2 -0.061
C -2.261 -0.661 -2.154 0.1 -0.2 -0.3 -0.227
C -2.729 -0.583 -0.814 0.2 -0.1 -0.6 0.026
C -2.365 0.483 -0.026 0.3 0.4 0.0 -0.008
C -1.585 1.544 -0.561 0.0 -0.4 -0.5 -0.207
C -1.304 2.684 0.268 -0.6 0.9 -0.3 0.046
N -1.436 3.940 -0.112 0.5 -1.6 0.2 -0.139
C -0.975 5.017 0.763 0.2 0.3 0.5 -0.001
C -1.974 4.344 -1.411 0.0 0.4 -0.5 -0.004
C -1.103 1.445 -1.889 -0.4 0.2 0.2 -0.018
C -1.423 0.358 -2.681 -0.3 -0.5 0.1 0.013
H -2.755 -2.746 -4.615 0.1 0.2 0.0 0.101
H -2.619 -0.970 -4.828 0.0 -0.2 0.2 0.100
H -1.174 -1.935 -4.373 -0.2 0.0 0.1 0.100
H -3.366 -1.382 -0.439 0.2 0.2 -0.1 0.134
H -2.699 0.552 1.013 0.1 -0.1 -0.3 0.127
H -1.036 2.517 1.316 0.0 0.1 -0.2 0.149
H -1.062 5.959 0.214 0.2 -0.2 0.3 0.098
H -1.589 5.066 1.672 0.1 0.0 -0.3 0.112
H 0.069 4.844 1.057 -0.3 0.1 -0.2 0.110
H -2.295 5.386 -1.311 0.0 -0.3 -0.1 0.099
H -1.204 4.303 -2.194 -0.2 0.0 0.3 0.105
H -2.828 3.728 -1.713 0.3 0.0 0.2 0.116
H -0.456 2.228 -2.292 -0.2 -0.3 0.1 0.121
H -1.034 0.283 -3.703 -0.2 0.1 0.6 0.117